{"formula": "C4H12", "method": "ωB97M-V/def2-TZVPD", "species": ["C", "C", "H", "H", "H", "H", "H", "H", "C", "C", "H", "H", "H", "H", "H", "H"], "coordinates": [[1.3305, -0.2647, 1.7939], [0.0158, 0.5494, 1.9356], [2.0763, 0.4487, 1.4090], [1.8011, -0.6190, 2.7071], [1.2210, -1.1260, 1.1328], [0.2232, 1.3217, 2.6830], [-0.8558, -0.0528, 2.1985], [-0.2907, 1.0313, 1.0026], [-0.3085, -0.7608, -1.6208], [-1.0861, 0.4682, -2.1414], [-0.1658, -1.5474, -2.3631], [0.6963, -0.6053, -1.2337], [-0.7750, -1.1677, -0.7163], [-1.3721, 0.2728, -3.1750], [-0.5025, 1.3906, -2.0187], [-2.0078, 0.6610, -1.5934]], "forces_ev_per_angstrom": [[-0.104, 0.797, -0.554], [0.526, -0.431, 0.220], [-0.098, -0.474, -0.328], [-0.549, -0.050, 0.424], [0.121, 0.185, -0.110], [-0.528, -0.028, -0.072], [0.198, -0.041, 0.438], [0.436, 0.035, -0.017], [0.005, -0.257, 0.859], [0.494, -0.169, 0.251], [-0.427, 0.008, 0.021], [0.222, 0.758, -0.309], [-0.329, -0.278, -0.397], [0.136, 0.486, -0.045], [-0.073, -0.248, -0.483], [-0.031, -0.293, 0.106]], "energy_ev": -4342.1864, "e_homo_ev": -11.57, "smiles": "CC.CC", "de_lowest_ev": 0.342, "homo_lumo_gap_ha": 0.4675, "e_lumo_ha": 0.0423}

{"formula": "C21H36Cl30N3O2", "method": "ωB97M-V/def2-TZVPD", "species": ["C", "C", "C", "N", "C", "C", "N", "C", "C", "C", "O", "C", "C", "C", "O", "N", "H", "H", "H", "H", "H", "H", "H", "H", "H", "H", "H", "H", "H", "H", "H", "H", "H", "H", "H", "H", "H", "H", "H", "H", "H", "H", "C", "Cl", "Cl", "Cl", "H", "C", "Cl", "Cl", "Cl", "H", "C", "Cl", "Cl", "Cl", "H", "C", "Cl", "Cl", "Cl", "H", "C", "Cl", "Cl", "Cl", "H", "C", "Cl", "Cl", "Cl", "H", "C", "Cl", "Cl", "Cl", "H", "C", "Cl", "Cl", "Cl", "H", "C", "Cl", "Cl", "Cl", "H", "C", "Cl", "Cl", "Cl", "H"], "coordinates": [[-1.3508, 1.5041, -1.2710], [-2.4651, 0.5492, -0.9627], [-2.1222, -0.5218, 0.0960], [-0.6762, -0.7462, 0.2265], [-0.3318, -1.4262, 1.4379], [-0.6382, -0.6230, 2.6682], [-0.0799, 0.6993, 2.4704], [1.3796, 0.6728, 2.5267], [1.9239, 2.1179, 2.5030], [2.9823, 2.4655, 1.4866], [2.5320, 2.4394, 0.1525], [1.9126, 3.6377, -0.2949], [1.8609, 3.6079, -1.7907], [1.8838, -0.1965, 1.4174], [3.2398, -0.5007, 1.6184], [1.1661, -1.5531, 1.4611], [-0.5632, 1.0438, -1.8349], [-1.7266, 2.3266, -1.8510], [-0.9277, 1.9176, -0.3740], [-3.2575, 1.1563, -0.5638], [-2.7621, 0.0749, -1.8819], [-2.6290, -1.4324, -0.1918], [-2.5542, -0.1769, 1.0140], [-0.4296, -1.3640, -0.5420], [-0.7643, -2.4183, 1.5329], [-1.6919, -0.6114, 2.8387], [-0.1246, -1.1150, 3.4954], [-0.4287, 1.3620, 3.1483], [1.6748, 0.2129, 3.4711], [1.0864, 2.7830, 2.3966], [2.3558, 2.3313, 3.4644], [3.8366, 1.8334, 1.5727], [3.3322, 3.4608, 1.7227], [2.4878, 4.4994, 0.0147], [0.9124, 3.6909, 0.1061], [2.8297, 3.8654, -2.1826], [1.6262, 2.6116, -2.1066], [1.1188, 4.2894, -2.1523], [1.7251, 0.2165, 0.4372], [3.5525, -0.8411, 0.7617], [1.4667, -2.0079, 2.3245], [1.5009, -2.1074, 0.6700], [-2.3734, 5.4847, -3.8279], [-2.3021, 3.8988, -4.5938], [-2.7387, 5.3268, -2.1083], [-0.8732, 6.3757, -4.0816], [-3.1751, 6.0450, -4.2878], [2.6630, -1.5021, -2.9824], [1.3375, -1.1377, -4.0779], [3.3914, -0.0442, -2.3276], [2.0879, -2.4861, -1.6107], [3.4079, -2.0696, -3.5281], [7.1482, 0.2362, -0.7423], [5.6566, -0.1644, 0.1252], [8.1722, -1.1851, -0.9049], [6.7582, 0.9155, -2.3205], [7.6808, 0.9768, -0.1630], [5.8530, -1.4590, -5.8310], [5.2938, -2.7925, -6.8344], [4.7892, -0.0615, -5.9859], [5.9644, -1.9500, -4.1371], [6.8419, -1.1738, -6.1611], [1.6183, -6.0645, 0.4324], [1.8815, -6.3827, -1.2784], [0.8442, -4.4795, 0.6435], [0.6420, -7.3192, 1.1729], [2.5786, -6.0374, 0.9275], [-5.6732, -1.7357, 1.9601], [-6.8830, -1.4242, 3.1937], [-5.6143, -0.4235, 0.7839], [-4.0781, -1.9911, 2.6953], [-5.9401, -2.6424, 1.4358], [4.5292, -1.0053, 4.5176], [4.5211, -2.6161, 3.7933], [3.9534, -1.0599, 6.1816], [6.1306, -0.2841, 4.4176], [3.8525, -0.3885, 3.9446], [-9.6623, 0.4589, 6.0818], [-11.1497, 1.3590, 5.8117], [-9.5270, -0.8861, 4.9452], [-8.2538, 1.5144, 5.9641], [-9.6920, 0.0493, 7.0811], [-6.4310, 2.9998, -3.0237], [-5.8349, 2.5048, -1.4369], [-6.1732, 4.7228, -3.2881], [-5.6742, 2.0442, -4.2963], [-7.4951, 2.8144, -3.0527], [-2.1147, -5.0067, -2.5092], [-3.4365, -4.6441, -3.6106], [-1.2771, -3.5248, -2.0261], [-2.6861, -5.8791, -1.0897], [-1.4018, -5.6337, -3.0261]], "forces_ev_per_angstrom": [[0.164, 0.236, 0.007], [0.604, -0.243, 0.398], [-0.073, 0.699, -0.871], [-0.121, -0.529, -0.286], [-0.030, 0.125, -0.137], [0.702, 0.587, -0.066], [-0.118, 0.208, 0.117], [-0.672, 0.708, 0.141], [0.113, -0.660, -0.022], [-0.406, 0.700, -0.231], [0.358, -0.369, -0.136], [-0.039, -0.371, -0.090], [0.331, -0.133, 0.276], [0.731, -0.644, -0.136], [-0.661, -0.251, -0.402], [0.038, 0.546, -0.123], [0.572, -0.284, -0.290], [-0.207, 0.420, -0.400], [0.319, 0.173, 0.538], [-0.765, -0.053, -0.045], [-0.477, -0.176, -0.359], [-0.233, -0.485, 0.193], [0.099, 0.015, 0.646], [0.207, 0.114, -0.167], [0.066, -0.481, 0.065], [-0.593, 0.192, 0.262], [-0.234, -0.364, 0.519], [-0.077, 0.003, 0.042], [0.372, -0.365, 0.300], [-0.467, 0.345, -0.182], [0.173, 0.088, 0.595], [0.550, -0.646, -0.070], [0.161, 0.512, 0.122], [0.168, 0.321, 0.436], [-0.485, 0.174, 0.343], [0.358, 0.125, -0.363], [-0.307, -0.575, -0.332], [-0.401, 0.439, -0.342], [-0.347, 0.241, -0.338], [0.200, 0.126, 0.337], [0.070, -0.215, -0.042], [0.066, 0.017, 0.068], [0.027, -0.042, 0.033], [0.004, -0.017, -0.013], [0.067, 0.019, 0.036], [-0.001, -0.010, 0.030], [-0.049, 0.005, -0.022], [-0.163, 0.435, 0.032], [0.016, -0.035, 0.089], [-0.129, 0.066, -0.205], [0.059, -0.393, -0.215], [0.010, -0.036, 0.146], [-0.023, -0.176, -0.308], [0.467, 0.183, 0.251], [-0.002, 0.007, 0.025], [0.132, 0.190, 0.098], [-0.023, 0.048, 0.043], [-0.146, -0.016, -0.044], [0.011, 0.015, 0.013], [-0.001, 0.028, -0.005], [0.132, -0.175, 0.014], [0.048, 0.012, 0.002], [0.004, -0.336, -0.163], [0.001, 0.050, 0.035], [-0.133, -0.162, 0.194], [0.014, 0.066, 0.006], [0.042, 0.064, 0.027], [-0.099, 0.093, 0.044], [0.129, 0.000, -0.081], [0.021, -0.009, -0.041], [-0.022, -0.109, 0.070], [0.024, -0.051, -0.017], [0.074, 0.078, 0.044], [-0.050, -0.105, -0.016], [-0.029, -0.005, -0.017], [-0.010, -0.002, -0.011], [0.017, 0.002, -0.059], [-0.005, 0.075, -0.063], [0.003, -0.008, 0.006], [-0.120, -0.037, 0.065], [0.019, -0.004, 0.011], [0.005, -0.027, 0.041], [0.090, -0.022, -0.071], [0.000, 0.045, 0.053], [-0.032, 0.005, 0.003], [-0.015, -0.012, -0.007], [-0.048, -0.011, 0.015], [-0.192, -0.053, 0.028], [0.042, 0.000, 0.029], [0.037, 0.114, -0.113], [0.034, -0.012, 0.026], [0.056, -0.006, -0.014]], "energy_ev": -406592.3525, "e_homo_ev": -11.94, "total_charge": 1, "homo_lumo_gap_ha": 0.3651, "e_lumo_ha": -0.0737}